[1]
Here is an isolated molecule of C5H10O2 from the OMol25 dataset. Energies are from ωB97M-V/def2-TZVPD.

## Properties
- Highest occupied orbital energy: -9.970 eV
- Gap between HOMO and LUMO: 10.757 eV
- Relative energy (zero: lowest compared OMol25 entry of this formula, charge and spin): 129.7 kJ/mol

Geometry as XYZ:
```
17
Properties=species:S:1:pos:R:3:forces:R:3:mulliken_charge:R:1
C -2.055 0.074 -0.086 0.0 0.0 0.0 -1.37
C -0.804 -0.696 -0.499 -0.1 -0.2 0.2 0.30
O -0.261 -0.173 -1.694 0.0 0.2 0.0 -0.61
C 0.242 -0.770 0.653 0.0 0.0 0.1 -0.74
C 1.627 -0.201 0.306 -0.1 -0.1 0.0 -0.75
C 1.647 1.306 0.235 -0.2 0.2 -0.2 0.10
O 0.797 1.983 -0.307 0.4 -0.3 0.3 -0.52
H -2.541 -0.402 0.774 0.1 0.1 -0.1 0.36
H -1.799 1.108 0.185 0.0 -0.2 0.0 0.32
H -2.762 0.102 -0.921 0.1 0.0 0.1 0.35
H -1.096 -1.722 -0.751 0.0 0.1 0.0 0.38
H -0.053 0.757 -1.494 0.0 -0.1 -0.2 0.41
H -0.133 -0.248 1.543 0.0 -0.1 -0.2 0.33
H 0.375 -1.816 0.950 0.0 0.2 0.0 0.37
H 1.951 -0.594 -0.668 0.0 0.1 0.1 0.32
H 2.366 -0.523 1.048 -0.1 0.1 -0.1 0.38
H 2.499 1.816 0.727 0.0 -0.1 -0.1 0.36
```
Forces are in eV/Å.

---

[2]
Here is a structure of composition C5H10O2 in a non-equilibrium geometry from the OMol25 dataset. Energies are from ωB97M-V/def2-TZVPD.

## Properties
- Highest occupied orbital energy: -10.148 eV
- Gap between HOMO and LUMO: 11.156 eV
- Relative energy (zero: lowest compared OMol25 entry of this formula, charge and spin): 335.2 kJ/mol

Geometry as XYZ:
```
17
Properties=species:S:1:pos:R:3:forces:R:3:mulliken_charge:R:1
C 2.237 -0.198 -0.158 0.1 0.0 0.0 -1.37
C 0.866 -0.838 -0.195 0.1 0.3 -0.2 0.32
O 0.668 -1.541 1.015 -0.1 -0.1 0.1 -0.59
C -0.219 0.203 -0.431 0.4 0.2 0.0 -0.05
C -1.607 -0.138 0.053 0.3 0.3 0.3 -0.87
C -1.756 1.353 0.203 0.1 0.6 0.1 -0.43
O -0.317 1.347 0.502 0.5 1.0 -0.7 -0.44
H 2.999 -0.952 0.053 -0.1 0.1 0.0 0.38
H 2.460 0.274 -1.120 0.0 -0.1 0.1 0.35
H 2.259 0.564 0.626 0.1 -0.1 -0.1 0.34
H 0.812 -1.544 -1.047 -0.1 0.2 0.2 0.23
H -0.283 -1.690 1.100 0.3 -0.2 0.1 0.32
H -0.133 0.648 -1.429 -0.1 -0.3 -0.1 0.42
H -2.309 -0.805 -0.486 0.4 0.2 0.9 0.27
H -1.162 -0.125 1.118 -2.1 -2.3 -0.5 0.59
H -2.418 1.704 1.002 0.4 0.2 -0.1 0.26
H -1.888 1.935 -0.713 -0.3 -0.1 -0.1 0.26
```
Forces are in eV/Å.